The following is a DFT calculation (the ωB97M-V functional and the def2-TZVPD basis) of 8 unconnected molecules or ions with the total composition C11H39N11O8.

2S+1: 1
Molecular weight: 453.50 g/mol
Orbital gap: 8.07 eV
HOMO energy: -8.1 eV

Last column: Mulliken charge in e.
Geometry (Å):
C  -3.50  9.89  -17.89  -0.7332
O  -2.28  9.48  -18.43  -0.3768
C  -1.11  9.89  -17.75  -0.5964
C  -0.83  11.37  -18.11  0.6182
C  -0.75  11.70  -19.58  -1.4708
N  0.38  11.88  -17.40  -0.4470
H  -4.22  9.18  -18.29  0.3026
H  -3.70  10.97  -17.92  0.2701
H  -3.63  9.76  -16.80  0.3125
H  -1.14  9.73  -16.67  0.3740
H  -0.29  9.25  -18.09  0.1130
H  -1.55  11.99  -17.56  0.3449
H  -1.50  11.20  -20.19  0.4453
H  0.17  11.27  -20.00  0.1518
H  -0.87  12.77  -19.77  0.3500
H  0.59  12.82  -17.74  -0.0767
H  0.09  12.16  -16.46  0.3111
N  8.63  11.83  -17.38  -0.3842
C  7.95  11.97  -18.53  0.4582
N  8.14  11.00  -19.45  -0.4360
O  7.19  12.94  -18.73  -0.6720
H  8.52  12.54  -16.68  0.2107
H  9.36  11.15  -17.32  0.1715
H  7.78  11.13  -20.38  0.2393
H  8.97  10.44  -19.49  0.2057
N  5.67  16.51  -21.96  -0.4454
C  6.00  15.97  -20.71  0.7580
N  6.40  14.68  -20.80  -0.1486
O  5.86  16.57  -19.66  -0.7458
H  5.49  15.83  -22.66  0.1449
H  5.51  17.50  -21.98  0.2368
H  6.60  14.20  -21.65  0.2006
H  6.45  14.14  -19.93  0.0222
N  2.91  9.53  -20.08  -0.3574
C  2.62  9.44  -18.75  0.6148
N  3.18  10.38  -17.96  -0.2660
O  1.81  8.59  -18.36  -0.7512
H  2.35  8.98  -20.70  0.2037
H  3.60  10.17  -20.42  0.1403
H  3.85  11.03  -18.38  0.2293
H  2.80  10.49  -17.04  0.2100
N  0.99  14.64  -16.86  -0.3168
C  -0.18  14.80  -16.17  0.7640
N  -1.05  15.73  -16.69  -0.4349
O  -0.49  14.13  -15.18  -0.6560
H  1.06  15.36  -17.55  0.0593
H  1.83  14.19  -16.54  0.1641
H  -1.99  15.80  -16.38  0.2150
H  -0.58  16.35  -17.32  0.1661
N  6.18  15.79  -16.88  -0.3287
C  5.15  15.60  -16.00  0.6209
N  5.57  15.04  -14.81  -0.4364
O  3.98  15.87  -16.23  -0.6518
H  5.83  16.13  -17.78  0.3217
H  7.04  15.29  -16.84  0.1830
H  6.54  15.01  -14.57  0.1690
H  4.89  15.05  -14.06  0.2420
C  3.34  13.66  -18.94  0.8695
O  4.36  12.66  -19.16  -0.3648
H  3.76  14.28  -18.16  -0.0569
H  3.09  14.14  -19.89  0.1780
H  2.44  13.17  -18.55  -0.6227
H  5.20  12.97  -18.80  0.1976
C  3.31  12.88  -23.05  -0.2269
O  3.64  11.85  -24.00  -0.5364
H  3.47  13.87  -23.47  0.2882
H  2.29  12.71  -22.71  0.2414
H  4.01  12.68  -22.24  -0.0663
H  3.10  12.02  -24.79  0.2873